Here is a structure of composition C21H20ClCrN2O3Se2 in a non-equilibrium geometry from the Open Molecules 2025 dataset. Energies are from ωB97M-V/def2-TZVPD.

Output
spin multiplicity: 2
gap between HOMO and LUMO (spin up / spin down): 5.774 / 5.933 eV

CARTESIAN COORDINATES (ANGSTROEM)
1 Cr -0.067 -0.517 0.338
2 Cl -5.803 3.859 0.163
3 C -4.590 2.621 0.002
4 C -4.977 1.291 -0.192
5 C -4.028 0.306 -0.322
6 C -2.654 0.597 -0.242
7 O -1.792 -0.378 -0.392
8 C -2.280 1.947 -0.050
9 C -0.902 2.339 -0.025
10 N 0.079 1.522 0.113
11 C 1.418 1.990 0.088
12 C 1.848 3.288 0.183
13 C 3.223 3.590 0.129
14 C 4.156 2.604 -0.014
15 C 3.746 1.255 -0.098
16 C 4.642 0.171 -0.235
17 C 4.148 -1.095 -0.319
18 C 2.759 -1.305 -0.245
19 N 1.897 -0.327 -0.089
20 C 2.375 0.959 -0.041
21 C -3.263 2.947 0.054
22 H -6.030 1.047 -0.245
23 H -4.315 -0.724 -0.494
24 H -0.703 3.400 -0.165
25 H 1.142 4.096 0.320
26 H 3.538 4.623 0.205
27 H 5.213 2.838 -0.058
28 H 5.710 0.361 -0.271
29 H 4.800 -1.950 -0.434
30 H 2.328 -2.298 -0.307
31 H -2.962 3.980 0.187
32 O -2.360 -1.842 2.322
33 C -1.884 -2.967 3.032
34 C -0.354 -3.050 3.150
35 C -0.105 -4.076 4.282
36 O -0.568 -5.393 4.018
37 C 0.311 -1.768 3.648
38 Se 0.230 -0.067 2.648
39 C 0.365 -3.583 1.898
40 Se -0.206 -2.945 0.127
41 H -3.281 -1.986 2.095
42 H -2.220 -3.892 2.544
43 H -2.292 -2.940 4.053
44 H -0.547 -3.692 5.209
45 H 0.971 -4.169 4.439
46 H -1.528 -5.389 3.969
47 H 1.379 -1.963 3.733
48 H -0.059 -1.518 4.645
49 H 0.246 -4.663 1.861
50 H 1.432 -3.369 1.995

Atom charges from the Löwdin analysis, given in e for atoms 1 to 5: 0.293 0.650 -0.670 -0.085 0.010